46
Properties=species:S:1:pos:R:3:lowdin_charge:R:1 method="wB97M-V/def2-TZVPD" largest_force_ha_per_bohr=0.00762 e_homo_ev=-13.3 charge=+2 orbital_gap_ev=4.572 lumo_ev=-8.6923 total_energy_ev=-107562.715
Pt 0.47672 0.85323 0.33955 1.116
N -1.07085 -2.81289 1.44890 0.161
C -0.14269 -3.88178 1.26578 -0.218
C -0.42098 -5.11656 1.81846 0.000
C 0.48535 -6.15848 1.66853 -0.041
C 1.67156 -5.95025 0.98673 -0.043
C 1.95532 -4.70071 0.44755 -0.076
C 1.03965 -3.67173 0.57454 -0.439
S 1.40702 -2.13037 -0.22121 1.037
N 0.26452 -1.11692 0.57008 -0.433
C -0.78844 -1.53238 1.20682 -0.315
C -1.69392 -0.45300 1.66862 -0.161
C -2.81206 -0.61972 2.45645 0.041
C -3.54420 0.50141 2.83242 0.011
C -3.12930 1.75360 2.41808 0.006
C -1.99185 1.85606 1.63477 -0.062
N -1.30472 0.77596 1.26576 -0.085
H -1.92909 -3.03908 1.92276 0.147
H -1.34303 -5.27031 2.36682 0.125
H 0.26127 -7.12633 2.09383 0.121
H 2.38473 -6.75432 0.87306 0.122
H 2.88644 -4.53595 -0.08020 0.119
H -3.11514 -1.59868 2.79925 0.128
H -4.42116 0.39159 3.45561 0.135
H -3.66338 2.64765 2.70555 0.132
H -1.59420 2.80815 1.30751 0.130
C 3.51672 3.48175 -0.58628 -0.092
S 2.45881 2.47536 0.37440 0.476
O 2.44240 1.09299 -0.26556 -0.484
O 2.87193 2.48805 1.73355 -0.237
O 1.00406 2.88766 0.15971 -0.456
H 4.48547 2.98354 -0.59932 0.101
H 3.59886 4.44374 -0.08381 0.098
H 3.11509 3.58353 -1.59140 0.036
C -2.69871 3.22348 -2.85932 -0.339
S -1.16547 4.10346 -3.18532 1.023
C 0.12512 3.03247 -3.33379 -0.921
C 0.26006 1.62508 -2.97743 -1.098
S -0.77344 0.75118 -2.06714 0.801
S 1.78795 0.91010 -3.43626 0.960
C 2.56644 2.33377 -4.05294 -1.448
S 4.06539 2.43974 -4.60131 0.786
S 1.50059 3.75299 -4.03533 0.997
H -3.44555 4.01096 -2.96081 0.059
H -2.71333 2.81107 -1.85563 0.017
H -2.86995 2.45091 -3.60206 0.061